{
  "formula": "C51H46CdN3OP2SSeSi",
  "method": "ωB97M-V/def2-TZVPD",
  "species": ["Cd", "O", "S", "C", "C", "C", "C", "C", "C", "P", "C", "C", "C", "C", "C", "C", "C", "C", "C", "C", "C", "C", "C", "C", "C", "C", "C", "C", "P", "C", "C", "C", "C", "C", "C", "C", "C", "C", "C", "C", "C", "H", "H", "H", "H", "H", "H", "H", "H", "H", "H", "H", "H", "H", "H", "H", "H", "H", "H", "H", "H", "H", "H", "H", "H", "H", "H", "H", "H", "N", "C", "C", "C", "C", "C", "C", "N", "C", "C", "C", "C", "N", "C", "C", "H", "H", "H", "H", "H", "H", "H", "H", "H", "C", "Si", "C", "C", "Se", "H", "H", "H", "H", "H", "H", "H", "H", "H"],
  "positions_angstrom": [[0.547, -0.003, -0.405], [0.468, -0.430, 3.836], [-0.162, 0.141, 2.619], [-1.902, -0.263, 2.630], [-2.720, 0.182, 3.655], [-4.048, -0.214, 3.687], [-4.545, -1.042, 2.691], [-3.717, -1.500, 1.674], [-2.376, -1.131, 1.636], [-1.229, -1.810, 0.375], [-2.273, -2.658, -0.837], [-2.163, -4.023, -1.076], [-2.925, -4.617, -2.076], [-3.794, -3.853, -2.839], [-3.905, -2.486, -2.607], [-3.142, -1.891, -1.616], [-0.344, -3.103, 1.280], [-0.995, -3.903, 2.220], [-0.298, -4.889, 2.897], [1.055, -5.082, 2.641], [1.711, -4.289, 1.712], [1.010, -3.299, 1.036], [-0.238, 1.921, 2.816], [0.228, 2.403, 4.026], [0.299, 3.776, 4.227], [-0.075, 4.645, 3.214], [-0.525, 4.147, 1.996], [-0.617, 2.777, 1.774], [-1.205, 2.138, 0.159], [-3.018, 2.178, 0.256], [-3.717, 2.630, 1.368], [-5.108, 2.666, 1.348], [-5.805, 2.258, 0.222], [-5.110, 1.814, -0.899], [-3.727, 1.776, -0.878], [-0.828, 3.480, -1.017], [0.471, 3.565, -1.520], [0.804, 4.552, -2.434], [-0.159, 5.458, -2.864], [-1.452, 5.380, -2.366], [-1.788, 4.396, -1.444], [-2.317, 0.830, 4.424], [-4.696, 0.128, 4.484], [-5.583, -1.347, 2.711], [-4.118, -2.163, 0.918], [-1.488, -4.627, -0.482], [-2.838, -5.681, -2.254], [-4.388, -4.321, -3.613], [-4.584, -1.888, -3.200], [-3.235, -0.829, -1.431], [-2.047, -3.746, 2.432], [-0.805, -5.502, 3.629], [1.600, -5.849, 3.177], [2.766, -4.432, 1.521], [1.535, -2.672, 0.323], [0.549, 1.696, 4.781], [0.663, 4.164, 5.169], [-0.005, 5.714, 3.362], [-0.794, 4.835, 1.204], [-3.184, 2.963, 2.249], [-5.644, 3.023, 2.218], [-6.886, 2.294, 0.209], [-5.647, 1.510, -1.789], [-3.189, 1.462, -1.766], [1.238, 2.874, -1.183], [1.817, 4.612, -2.812], [0.099, 6.223, -3.584], [-2.203, 6.087, -2.691], [-2.799, 4.350, -1.062], [0.409, -1.244, -7.770], [0.046, -0.891, -9.056], [0.324, -1.458, -10.299], [-0.208, -0.815, -11.396], [-0.988, 0.352, -11.265], [-1.255, 0.900, -10.032], [-0.727, 0.260, -8.908], [-0.841, 0.593, -7.565], [-0.157, -0.318, -6.936], [-0.009, -0.342, -5.473], [-0.777, 0.533, -4.713], [-0.639, 0.524, -3.342], [0.206, -0.293, -2.699], [0.946, -1.129, -3.429], [0.870, -1.187, -4.808], [0.923, -2.065, -7.504], [0.922, -2.353, -10.405], [-0.022, -1.214, -12.384], [-1.382, 0.821, -12.157], [-1.853, 1.795, -9.922], [-1.463, 1.210, -5.202], [-1.219, 1.204, -2.730], [1.624, -1.778, -2.888], [1.509, -1.883, -5.335], [5.476, 0.824, -1.325], [4.500, -0.144, -0.088], [5.428, -0.319, 1.499], [4.019, -1.794, -0.792], [2.633, 1.063, 0.433], [6.486, 0.419, -1.435], [5.558, 1.865, -1.008], [4.986, 0.804, -2.301], [6.427, -0.737, 1.342], [4.883, -0.959, 2.194], [5.537, 0.663, 1.962], [4.898, -2.381, -1.074], [3.412, -1.644, -1.690], [3.446, -2.371, -0.065]],
  "mulliken_charge": [3.521, -0.821, 1.124, 0.142, -0.656, -0.923, -0.870, -0.585, 0.142, 1.222, 0.059, -0.844, -0.690, -0.725, -0.689, -0.215, 0.300, -0.185, -0.784, -0.566, -0.437, 0.151, -0.210, -0.382, -0.791, -0.757, -0.360, -0.234, 0.049, 0.835, -0.650, -0.674, -0.779, -0.568, -0.370, 0.379, -0.112, -0.751, -0.627, -0.715, -0.277, 0.543, 0.450, 0.461, 0.490, 0.477, 0.450, 0.411, 0.494, 0.647, 0.435, 0.423, 0.407, 0.444, -0.365, 0.619, 0.424, 0.458, 0.501, 0.413, 0.449, 0.396, 0.500, 0.371, 0.084, 0.478, 0.405, 0.446, 0.411, -0.010, 0.740, -1.058, -0.413, -0.520, -0.757, 0.582, -0.594, -0.022, 0.989, -0.946, -0.373, 0.241, -0.923, -1.115, 0.180, 0.387, 0.387, 0.391, 0.441, 0.633, 0.232, 0.546, 0.355, -1.050, 0.501, -1.085, -0.264, -0.961, 0.337, 0.310, 0.284, 0.361, 0.299, 0.308, 0.486, -0.063, -0.234],
  "charge": 1,
  "e_above_lowest_kcal_mol": 6.0,
  "homo_ev": -10.07,
  "lumo_energy_ha": -0.0951
}